Density functional theory data (the ωB97M-V functional and the def2-TZVPD basis) for C6H7NOS in the gas phase in a non-equilibrium geometry.

```
16
Properties=species:S:1:pos:R:3:mulliken_charge:R:1
C 2.490 -1.228 -0.089 -0.531
C 3.257 -0.172 -0.484 -0.341
C 1.057 0.367 0.183 0.095
C -0.337 0.851 0.491 0.042
C -1.590 -0.147 0.358 0.120
C -2.854 0.224 -0.287 -1.066
N 1.267 -0.913 0.257 -0.397
O -1.193 0.486 1.558 -0.464
S 2.346 1.321 -0.494 -0.123
H 2.742 -2.238 -0.034 0.456
H 4.256 -0.191 -0.641 0.524
H -0.600 1.832 0.181 0.406
H -1.341 -1.189 0.309 0.435
H -2.707 1.238 -0.540 0.322
H -3.646 0.193 0.471 0.261
H -3.148 -0.434 -1.239 0.259
```

As for the highest occupied orbital energy: -8.80 eV. As for the LUMO energy: 0.0233 hartree. The multiplicity is 1. Its charge is 0. The relative energy (zero: lowest compared OMol25 entry of this formula, charge and spin) is 32.89 kcal/mol. The strongest force on any atom comes out at 3.10 eV Å⁻¹. Its total energy is -20705.895 eV. Its SMILES is C[C@@H]1O[C@H]1c1nccs1.



Density functional theory data (the ωB97M-V functional and the def2-TZVPD basis) for C6H7NS in the gas phase in a non-equilibrium geometry.

```
15
Properties=species:S:1:pos:R:3:mulliken_charge:R:1
C 0.762 1.495 -0.634 0.197
C 3.087 0.342 0.050 -0.135
C 0.282 0.315 -0.423 -0.591
C -2.207 -0.280 -0.010 -0.488
C -1.384 -1.038 0.913 -0.376
C -0.740 -0.621 -0.360 -0.089
N 2.504 -0.745 0.070 -0.502
S 2.369 2.002 -0.414 -0.134
H 0.082 2.342 -0.721 0.323
H 4.145 0.379 0.236 0.412
H -2.918 -0.766 -0.692 0.227
H -2.565 0.751 0.288 0.263
H -1.139 -0.539 1.835 0.299
H -1.575 -2.250 0.896 0.195
H -0.702 -1.387 -1.035 0.400
```

As for the highest occupied orbital energy (spin up / spin down): -7.90 / -7.92 eV. As for the LUMO energy (spin up / spin down): -0.0153 / -0.0151 hartree. The multiplicity is 1. Its charge is 0. The relative energy (zero: lowest compared OMol25 entry of this formula, charge and spin) is 127.19 kcal/mol. The strongest force on any atom comes out at 4.38 eV Å⁻¹. Its total energy is -18655.234 eV.



Density functional theory data (the ωB97M-V functional and the def2-TZVPD basis) for C6H7NS in the gas phase in a non-equilibrium geometry.

```
15
Properties=species:S:1:pos:R:3:mulliken_charge:R:1
C 1.547 -1.244 1.495 -0.865
C 0.695 -1.282 0.496 0.113
C -0.676 0.639 1.319 -1.349
C 0.041 1.914 1.201 -0.101
C 0.612 2.989 1.136 0.116
C -0.881 -0.157 -0.942 0.016
H 1.605 -0.507 2.290 0.226
H 2.304 -2.029 1.582 0.242
H 0.680 -2.081 -0.237 0.288
H -0.413 0.096 2.245 0.373
H -1.764 0.747 1.267 0.363
H 1.190 3.842 1.125 0.479
H -1.716 0.537 -0.976 0.263
N -0.310 -0.308 0.246 0.186
S -0.484 -0.976 -2.327 -0.352
```

As for the highest occupied orbital energy: -8.43 eV. As for the LUMO energy: 0.0130 hartree. The multiplicity is 1. Its charge is 0. The relative energy (zero: lowest compared OMol25 entry of this formula, charge and spin) is 68.73 kcal/mol. The strongest force on any atom comes out at 3.82 eV Å⁻¹. Its total energy is -18657.769 eV. Its SMILES is C#CCN(C=C)C=S.



Density functional theory data (the ωB97M-V functional and the def2-TZVPD basis) for C6H7NS2 in the gas phase in a non-equilibrium geometry.

```
16
Properties=species:S:1:pos:R:3:mulliken_charge:R:1
C 1.908 -1.128 0.351 -0.523
C 1.972 1.195 -0.462 -0.111
C 0.754 -0.437 0.754 0.430
C 0.799 0.923 0.203 -0.123
C -0.323 -0.816 1.500 -0.968
C -2.075 0.029 -1.120 -0.610
N -1.909 0.752 0.078 -0.459
S 3.003 -0.134 -0.411 -0.119
S -0.690 1.863 0.196 -0.040
H 1.988 -2.130 0.516 0.525
H 2.422 1.974 -1.014 0.463
H -0.496 -1.727 2.088 0.356
H -0.905 0.033 1.767 0.443
H -1.107 -0.176 -1.642 0.242
H -2.764 -0.816 -0.850 0.257
H -2.576 0.594 -1.954 0.237
```

As for the highest occupied orbital energy (spin up / spin down): -6.88 / -6.88 eV. As for the LUMO energy (spin up / spin down): -0.0707 / -0.0707 hartree. The multiplicity is 1. Its charge is 0. The relative energy (zero: lowest compared OMol25 entry of this formula, charge and spin) is 116.74 kcal/mol. The strongest force on any atom comes out at 2.98 eV Å⁻¹. Its total energy is -29490.719 eV.



Density functional theory data (the ωB97M-V functional and the def2-TZVPD basis) for C6H7NS2 in the gas phase in a non-equilibrium geometry.

```
16
Properties=species:S:1:pos:R:3:mulliken_charge:R:1
C 0.002 1.316 -0.951 -0.315
C 0.441 -2.524 -0.658 0.046
C 0.151 0.927 0.313 0.628
C -0.319 -0.383 0.767 -0.696
C -1.269 -1.079 -1.222 -0.222
C 0.766 1.827 1.351 -1.309
N -0.512 -2.173 -1.387 -0.360
S -0.895 0.397 -2.147 -0.147
S 0.848 -1.690 0.834 -0.073
H 0.337 2.269 -1.326 0.335
H 1.037 -3.392 -0.875 0.365
H -0.993 -0.400 1.616 0.392
H -2.334 -1.257 -1.158 0.363
H -0.021 2.334 1.912 0.285
H 1.394 2.580 0.885 0.391
H 1.366 1.247 2.049 0.314
```

As for the highest occupied orbital energy: -8.15 eV. As for the LUMO energy: 0.0183 hartree. The multiplicity is 1. Its charge is 0. The relative energy (zero: lowest compared OMol25 entry of this formula, charge and spin) is 52.06 kcal/mol. The strongest force on any atom comes out at 2.80 eV Å⁻¹. Its total energy is -29493.524 eV.



Density functional theory data (the ωB97M-V functional and the def2-TZVPD basis) for a molecular structure, C6H7NaO6Tl in a non-equilibrium geometry.

```
21
Properties=species:S:1:pos:R:3:mulliken_charge:R:1
Na -2.651 1.986 -1.360 1.016
O -0.948 1.213 0.031 -0.678
O -1.189 -1.095 0.626 -0.350
C -2.480 -1.704 0.463 -0.319
C -2.713 -1.554 -1.032 -0.310
O -2.010 -0.331 -1.317 -0.506
C -1.056 -0.140 -0.327 1.301
H -2.414 -2.743 0.797 0.296
H -3.225 -1.157 1.058 0.254
H -3.763 -1.419 -1.306 0.290
H -2.259 -2.367 -1.613 0.264
Tl 6.207 1.975 2.222 0.798
O 4.027 2.591 0.681 -0.761
O 2.242 1.454 0.036 -0.269
C 1.463 0.281 0.140 -0.658
C 0.211 0.523 -0.629 -0.473
O 3.730 0.542 1.470 -0.737
C 3.385 1.519 0.765 0.804
H 2.005 -0.596 -0.238 0.366
H 0.363 0.878 -1.654 0.388
H 1.076 0.142 1.187 0.285
```

As for the highest occupied orbital energy: -11.31 eV. As for the LUMO energy: -0.1464 hartree. The multiplicity is 1. Its charge is +1. The strongest force on any atom comes out at 2.05 eV Å⁻¹. Its total energy is -27724.599 eV.



Density functional theory data (the ωB97M-V functional and the def2-TZVPD basis) for a molecular structure, C6H7O5P in a non-equilibrium geometry.

```
19
Properties=species:S:1:pos:R:3:mulliken_charge:R:1
C -1.367 0.238 -2.079 0.450
C 0.768 -2.146 0.652 0.314
C -0.293 0.560 1.436 -1.460
C -0.561 -1.013 -1.589 -0.676
C 0.895 0.465 0.496 -0.319
C 0.984 -0.921 -0.115 0.577
O -0.913 1.379 -1.829 -0.674
O 1.629 -2.997 0.098 -0.293
O -2.411 -0.127 -2.666 -0.731
O 0.075 -2.534 1.611 -0.741
O 2.291 -2.113 -2.439 -0.592
P 2.483 -1.821 -0.940 -0.440
H -0.312 -0.440 1.900 0.350
H -0.214 1.402 1.922 0.516
H -1.195 0.520 0.962 0.333
H -1.096 -1.829 -1.202 0.424
H -0.005 -1.616 -2.378 0.339
H 0.913 1.209 -0.331 0.304
H 1.799 0.470 1.288 0.318
```

As for the highest occupied orbital energy: -0.50 eV. As for the LUMO energy: 0.2345 hartree. The multiplicity is 1. Its charge is -2. The relative energy (zero: lowest compared OMol25 entry of this formula, charge and spin) is 38.44 kcal/mol. The strongest force on any atom comes out at 5.62 eV Å⁻¹. Its total energy is -25860.744 eV.



Density functional theory data (the ωB97M-V functional and the def2-TZVPD basis) for C6H7OPS2 in the gas phase in a non-equilibrium geometry.

```
17
Properties=species:S:1:pos:R:3:mulliken_charge:R:1
C -2.354 -1.043 -3.772 -0.062
C -1.485 -0.784 -2.964 -0.816
C -0.957 0.421 -0.792 0.048
C -0.541 -0.324 -1.949 0.780
C 0.796 -0.519 -2.181 -0.726
C 0.844 0.668 3.924 -0.483
O -0.294 0.742 0.225 -0.261
P 1.054 -0.256 0.943 0.054
S 2.510 1.139 1.194 -0.485
S 0.178 -0.685 2.786 -0.139
H -2.956 -1.657 -4.375 0.411
H -2.019 0.676 -0.728 0.416
H 0.977 -1.194 -3.081 0.283
H 1.453 -0.008 -1.490 0.397
H 1.214 0.191 4.884 0.256
H 0.088 1.411 4.094 0.274
H 1.492 1.223 3.282 0.052
```

As for the highest occupied orbital energy (spin up / spin down): -7.75 / -7.75 eV. As for the LUMO energy (spin up / spin down): -0.0737 / -0.0737 hartree. The multiplicity is 1. Its charge is 0. The relative energy (zero: lowest compared OMol25 entry of this formula, charge and spin) is 106.34 kcal/mol. The strongest force on any atom comes out at 2.66 eV Å⁻¹. Its total energy is -39338.254 eV.



Density functional theory data (the ωB97M-V functional and the def2-TZVPD basis) for C6H8 in the gas phase in a non-equilibrium geometry.

```
14
Properties=species:S:1:pos:R:3:mulliken_charge:R:1
C 0.476 1.248 -0.013 -0.171
C 0.958 0.020 0.033 -0.055
C -1.366 -0.173 0.047 0.017
C -2.344 -1.022 -0.005 -0.640
C -1.021 1.296 0.029 -0.262
C 2.167 -0.787 0.019 -1.065
H 1.090 2.152 -0.070 0.354
H -3.387 -0.714 -0.079 0.269
H -2.185 -2.090 0.018 0.243
H -1.406 1.805 0.923 0.227
H -1.466 1.800 -0.840 0.244
H 2.420 -1.116 1.030 0.255
H 3.009 -0.213 -0.386 0.315
H 2.021 -1.672 -0.605 0.270
```

As for the highest occupied orbital energy (spin up / spin down): -7.91 / -7.91 eV. As for the LUMO energy (spin up / spin down): 0.0273 / 0.0287 hartree. The multiplicity is 1. Its charge is 0. The relative energy (zero: lowest compared OMol25 entry of this formula, charge and spin) is 95.72 kcal/mol. The strongest force on any atom comes out at 3.63 eV Å⁻¹. Its total energy is -6346.633 eV.



Density functional theory data (the ωB97M-V functional and the def2-TZVPD basis) for a molecular structure, C6H8 in a non-equilibrium geometry.

```
14
Properties=species:S:1:pos:R:3:mulliken_charge:R:1
C 1.193 -0.292 -0.243 -0.659
C 0.310 0.938 -0.109 -0.337
C -0.704 0.259 -1.084 -0.551
C -0.302 -0.984 -0.253 -0.288
C -0.814 -0.612 1.131 -0.523
C -0.364 0.642 1.239 -0.471
H 1.877 -0.569 0.572 0.331
H 1.730 -0.385 -1.209 0.291
H 0.714 1.929 -0.282 0.452
H -0.383 0.190 -2.125 0.281
H -1.733 0.635 -1.022 0.270
H 0.207 -1.853 -0.565 0.398
H -1.380 -1.197 1.853 0.405
H -0.353 1.299 2.096 0.400
```

As for the highest occupied orbital energy: -8.76 eV. As for the LUMO energy: 0.0434 hartree. The multiplicity is 1. Its charge is 0. The relative energy (zero: lowest compared OMol25 entry of this formula, charge and spin) is 57.56 kcal/mol. The strongest force on any atom comes out at 3.25 eV Å⁻¹. Its total energy is -6348.288 eV.